(1)
A 2-piece molecular cluster, C31H46F4I2NO2SSi overall at a distorted geometry, computed with wB97M-V/def2-TZVPD.

Each line ends with the Löwdin charge.
CARTESIAN COORDINATES (ANGSTROEM)
C: 1.8672 4.0369 0.4210  -0.08
C: 1.7960 3.0809 -0.8083  -0.40
C: 0.4773 3.3728 -1.5419  -0.08
C: 1.9119 1.6495 -0.2449  -0.19
C: 1.6934 0.5310 -1.2958  -0.17
N: 1.5518 -0.7818 -0.6044  0.00
C: 0.3715 -1.0845 -0.0134  -0.47
I: -1.2589 0.2620 -0.1420  1.30
C: 0.1965 -2.2588 0.6809  -0.05
C: -1.1069 -2.6383 1.4060  -0.50
F: -0.9358 -3.7726 2.1397  0.10
F: -1.4290 -1.6784 2.3110  0.06
C: -2.2826 -2.9314 0.4261  -0.19
C: -3.6302 -2.3510 0.8834  -0.24
Si: -4.9651 -2.8729 -0.3822  0.60
C: -6.6019 -3.0384 0.5576  -0.17
C: -4.5427 -4.4980 -1.2419  -0.17
C: -5.2145 -1.5787 -1.7282  -0.26
C: -4.5887 -1.7428 -2.9503  -0.12
C: -4.7624 -0.8508 -3.9756  -0.10
C: -5.5799 0.2454 -3.8337  -0.08
C: -6.1926 0.4312 -2.6170  -0.09
C: -6.0184 -0.4582 -1.5935  -0.10
C: 1.2781 -3.1203 0.7048  -0.13
F: 1.2042 -4.2884 1.3099  0.15
C: 2.4933 -2.8333 0.1062  -0.05
C: 3.6239 -3.8431 0.2241  -0.19
C: 3.8948 -4.6290 -1.0875  -0.71
C: 3.5127 -6.1275 -0.9559  -0.16
I: 6.0403 -4.5716 -1.4337  0.91
C: 2.6064 -1.6241 -0.5410  -0.10
C: 3.9407 -1.2592 -1.1714  -0.09
C: 3.8542 -1.4985 -2.6984  -0.16
C: 5.1317 -1.1265 -3.4452  -0.20
F: 4.9617 -1.5648 -4.7555  -0.05
H: 1.2654 3.5558 1.2021  0.07
H: 2.8821 4.0684 0.8319  0.08
H: 1.4702 5.0241 0.2048  0.06
H: 2.6981 3.2761 -1.4011  0.14
H: 0.4964 4.4138 -1.8640  0.09
H: 0.3709 2.7146 -2.4115  0.07
H: -0.3445 3.1759 -0.8506  0.05
H: 1.2535 1.5273 0.6195  0.07
H: 2.9329 1.4954 0.1347  0.12
H: 0.8484 0.7187 -1.9558  0.08
H: 2.5763 0.5465 -1.9256  0.10
H: -2.2945 -4.0160 0.3050  0.12
H: -2.0424 -2.4753 -0.5418  0.07
H: -3.6135 -1.2614 0.9494  0.04
H: -3.8862 -2.7129 1.8859  0.09
H: -7.3982 -3.1402 -0.1835  0.04
H: -6.5337 -3.9160 1.2054  0.03
H: -6.7305 -2.1279 1.1513  0.03
H: -3.5710 -4.3594 -1.7405  0.02
H: -5.2664 -4.7539 -2.0180  0.05
H: -4.3793 -5.3222 -0.5403  0.04
H: -3.9447 -2.5929 -3.1614  0.09
H: -4.2915 -0.9944 -4.9447  0.11
H: -5.7519 0.9480 -4.6399  0.11
H: -6.8430 1.2967 -2.5247  0.11
H: -6.5433 -0.2741 -0.6580  0.11
H: 3.3886 -4.5743 0.9983  0.12
H: 4.4972 -3.3086 0.6005  0.08
H: 3.3419 -4.2333 -1.9347  0.06
H: 4.3626 -6.7021 -0.5929  0.05
H: 2.6031 -6.2721 -0.3653  0.08
H: 3.2761 -6.4802 -1.9653  0.08
H: 4.0826 -0.1807 -1.0345  0.12
H: 4.7720 -1.7745 -0.6994  0.09
H: 3.6130 -2.5306 -2.9574  0.10
H: 3.0537 -0.8903 -3.1313  0.11
H: 5.2363 -0.0376 -3.5195  0.13
H: 6.0370 -1.5794 -3.0358  0.10
C: 1.9034 6.9748 5.4269  -0.22
C: 0.8409 5.8882 5.6339  -0.21
C: -0.2866 6.1514 4.6279  -0.22
S: 0.4742 6.9824 3.2280  0.67
O: -0.0519 8.3175 3.1418  -0.31
O: 0.4795 6.0966 2.0867  -0.34
C: 2.1222 7.0612 3.9199  -0.23
H: 2.8287 6.7412 5.9514  0.12
H: 1.5331 7.9301 5.8051  0.12
H: 1.2824 4.9070 5.4443  0.11
H: 0.4617 5.8836 6.6548  0.12
H: -0.7507 5.2298 4.2850  0.10
H: -1.0439 6.8171 5.0379  0.11
H: 2.6071 7.9822 3.6043  0.11
H: 2.6780 6.1985 3.5515  0.10

Results
- E_HOMO (eV) = -11.3
- max |F| (hartree/bohr) = 0.0307
- charge = +1
- LUMO level (eV) = -3.697
- E (eV) = -84256.8860
- frontier orbital gap (eV) = 7.63

(2)
A 3-piece molecular cluster, C31H46N3O5 overall at a distorted geometry, computed with wB97M-V/def2-TZVPD.

Each line ends with the Mulliken spin population.
CARTESIAN COORDINATES (ANGSTROEM)
C: 3.8375 1.5527 0.9942  0.00
C: 3.9803 2.0147 -0.5972  0.00
C: 5.1803 1.2226 -1.4511  0.00
C: 3.1160 3.0800 -1.1748  0.00
C: 1.4627 3.1781 -0.9449  0.00
C: 0.8697 3.9370 -2.2707  0.00
C: -0.7220 3.6270 -2.5851  0.00
C: -1.5739 3.1148 -1.2818  0.00
C: -0.8335 2.6725 -3.9124  0.00
C: -1.7010 1.2963 -3.7149  0.01
C: -0.7554 0.2328 -2.8837  -0.01
C: -1.5700 -0.7153 -1.8182  0.03
C: -0.5440 -1.8133 -1.1649  0.00
C: -1.0318 -3.3793 -1.4928  0.01
C: -0.7265 -1.6692 0.4919  -0.01
N: 0.9206 -1.5780 -1.4366  0.39
O: 1.4513 -0.5931 -0.6942  0.55
C: 1.2580 -1.4750 -2.9026  0.00
C: 2.5800 -0.4534 -2.9947  -0.01
C: 1.8073 -2.9114 -3.5595  0.01
C: 0.1066 -0.7960 -3.8493  0.03
H: 4.7744 1.8902 1.6352  0.00
H: 3.8354 0.3640 1.0341  0.00
H: 2.8120 1.9131 1.4467  0.00
H: 4.9666 1.3884 -2.5963  0.00
H: 6.2590 1.5674 -1.1266  0.00
H: 5.1163 0.0692 -1.1780  0.00
H: 3.6308 3.9028 -1.8661  0.00
H: 1.2185 3.7404 0.0759  0.00
H: 1.1049 2.0739 -0.7972  0.01
H: 1.5784 3.7498 -3.2076  0.00
H: 0.9616 5.1073 -2.0536  0.00
H: -1.1926 4.6795 -2.8943  0.00
H: -1.1383 2.1150 -0.8456  0.00
H: -1.5803 3.8994 -0.3846  0.00
H: -2.7205 2.9827 -1.5729  0.00
H: 0.2450 2.3631 -4.3144  0.00
H: -1.3297 3.2672 -4.8192  0.00
H: -2.7631 1.4715 -3.2137  0.00
H: -1.9192 0.8691 -4.7879  0.00
H: 0.0359 0.9047 -2.2944  -0.01
H: -2.3534 -1.3387 -2.4687  0.00
H: -2.1898 -0.1372 -1.0118  0.00
H: -0.9703 -3.6493 -2.6294  0.00
H: -2.1669 -3.4844 -1.1412  0.00
H: -0.4064 -4.0687 -0.7837  -0.01
H: -0.6827 -0.5298 0.8383  0.00
H: 0.1024 -2.3297 0.9992  0.01
H: -1.8184 -2.0397 0.7735  0.00
H: 2.2928 0.6732 -2.8581  0.00
H: 2.9662 -0.5544 -4.1196  0.00
H: 3.4773 -0.8135 -2.3244  0.01
H: 2.0957 -2.6857 -4.6729  0.00
H: 1.0578 -3.7977 -3.4136  0.00
H: 2.8277 -3.1301 -2.9823  0.00
H: -0.6514 -1.5495 -4.3310  0.00
H: 0.5795 -0.1679 -4.7448  0.00
C: 1.0826 -4.2979 6.7480  0.00
C: 2.2358 -4.3028 5.9618  0.00
C: 2.1358 -4.4137 4.5736  0.00
C: 0.8699 -4.5150 3.9802  0.00
C: -0.2890 -4.5181 4.7678  0.00
C: -0.1763 -4.4095 6.1553  0.00
N: 0.7570 -4.6062 2.5196  0.00
O: 1.8063 -4.6195 1.8589  0.00
O: -0.3806 -4.6606 2.0307  0.00
H: 1.1653 -4.2055 7.8296  0.00
H: 3.2134 -4.2170 6.4312  0.00
H: 3.0440 -4.4160 3.9748  0.00
H: -1.2775 -4.6010 4.3208  0.00
H: -1.0702 -4.4079 6.7751  0.00
C: -3.6541 0.7268 1.9952  0.00
C: -2.8501 1.8606 1.8671  0.00
C: -3.2203 3.0548 2.4885  0.00
C: -4.4007 3.1015 3.2429  0.00
C: -5.2137 1.9669 3.3668  0.00
C: -4.8346 0.7790 2.7385  0.00
N: -4.7822 4.3470 3.9195  0.00
O: -4.0466 5.3340 3.7702  0.00
O: -5.8151 4.3391 4.6044  0.00
H: -3.3585 -0.2036 1.5135  0.00
H: -1.9324 1.8124 1.2850  0.00
H: -2.5829 3.9295 2.3791  0.00
H: -6.1350 1.9905 3.9451  0.00
H: -5.4574 -0.1080 2.8311  0.00

Results
- E_HOMO (spin up / spin down) (eV) = -7.7 / -7.7
- max |F| (hartree/bohr) = 0.0689
- <S²> = 0.7546
- multiplicity = 2
- charge = 0
- LUMO level (spin up / spin down) (eV) = -0.848 / -0.848
- E (eV) = -47583.7463
- frontier orbital gap (spin up / spin down) (eV) = 6.90 / 6.90